Density functional theory data (ωB97M-V with the def2-TZVPD basis set) for a 9-piece molecular cluster, C53H94BrClN4O15 overall.

```
168
Properties=species:S:1:pos:R:3:forces:R:3:mulliken_charge:R:1
C -5.119965 -3.552782 -0.134754 0.35 0.08 -0.22 -1.095
C -4.215703 -2.588463 0.664408 -0.54 -0.43 0.03 -0.352
C -4.885706 -1.255194 1.060313 0.84 -0.20 -1.17 -0.340
C -3.957823 -0.041065 0.810144 -0.56 0.14 1.19 -0.475
N -4.461290 0.932105 -0.160618 0.30 -0.33 -0.33 -0.035
C -3.853447 0.877321 -1.413385 -0.40 -0.37 -0.06 1.645
Cl -4.460861 -0.590856 -2.406677 0.09 -0.04 -0.02 -0.288
O -4.181894 1.979453 -2.202541 0.09 0.13 0.48 -0.472
C -3.235602 2.992822 -2.283080 0.50 0.20 -0.08 -1.154
O -3.956696 4.116604 -2.630443 -0.10 -0.19 -0.25 -0.502
Br -2.375729 3.406136 -0.523536 -0.06 -0.01 -0.13 -0.088
C -2.100700 2.647627 -3.361653 -0.89 0.40 0.58 2.399
C -2.786851 1.828729 -4.453193 0.00 -0.15 -0.62 -0.989
C -3.916156 2.556826 -5.142958 0.06 -0.22 0.83 -0.551
O -3.844470 2.899813 -6.286032 -0.26 0.21 -0.87 -0.548
C -1.574729 3.991043 -3.904816 0.34 -0.29 -0.10 -0.867
C -0.282744 3.854411 -4.677882 -0.36 -0.37 -0.16 -0.462
O 0.744592 4.297783 -4.250837 0.70 0.07 0.38 -0.602
N -0.349251 3.150284 -5.912146 0.32 0.94 -0.22 0.497
C 0.987972 2.804467 -6.379475 0.30 -0.09 -0.33 -1.222
C -1.041285 4.033722 -6.911499 -0.24 -0.50 0.42 -1.061
O -1.106294 1.939253 -2.653850 -0.28 -0.16 -0.48 0.568
C -0.240596 1.071875 -3.395245 0.90 -0.43 0.82 1.892
C -0.735068 -0.387673 -3.408779 -0.31 0.09 -0.43 -0.398
C -1.150264 -0.950175 -4.770137 0.59 -0.52 -0.01 -1.054
C -0.171224 -0.656347 -5.910445 -0.98 0.25 -0.48 1.157
C -0.606714 -1.392852 -7.194864 -0.24 -0.73 0.29 -1.467
N 0.203422 -2.609906 -7.462394 0.52 0.95 0.48 -0.331
C 1.397674 -2.337368 -8.145025 -0.02 -0.63 0.25 0.788
C 2.654416 -2.919877 -7.547958 -0.58 -0.32 0.24 -0.978
O 1.407041 -1.710403 -9.165549 0.01 0.81 -0.79 -0.608
C 1.129387 1.140957 -2.693369 -0.30 0.26 0.12 -2.332
C 1.041687 0.987661 -1.173744 -0.09 -0.28 -0.59 -0.471
C 0.930095 2.292216 -0.434851 -0.26 -0.20 0.26 0.146
O 1.083621 3.367050 -0.945494 0.07 0.57 -0.27 -0.660
N 0.593438 2.180533 0.927406 0.81 -0.30 0.17 0.149
C 1.466537 1.265488 1.655996 -0.20 0.17 0.00 -0.705
C 0.977703 0.024519 2.059370 0.82 0.31 0.13 -0.267
C 1.843252 -0.857356 2.713067 0.14 0.54 -0.31 -0.667
C 3.173680 -0.485085 2.940408 -0.16 0.02 -0.02 -0.358
C 3.660121 0.765025 2.550409 -0.82 0.10 -0.34 -1.002
C 2.793866 1.646955 1.899437 -0.43 -0.75 0.24 -0.059
H -4.697271 -3.685654 -1.127544 -0.03 -0.04 -0.18 0.251
H -6.124763 -3.174403 -0.283993 -0.21 0.03 0.16 0.190
H -5.163217 -4.545005 0.303282 -0.14 -0.08 0.18 0.348
H -3.871733 -3.118837 1.549696 0.24 0.12 0.15 0.439
H -3.352732 -2.388853 0.038759 0.27 0.14 0.06 0.190
H -5.723990 -1.138208 0.378441 -0.43 0.05 0.24 0.168
H -5.217414 -1.286513 2.091045 -0.23 0.08 0.11 0.361
H -2.961335 -0.371984 0.539746 0.16 0.01 -0.30 -0.049
H -3.839505 0.479864 1.760696 0.10 0.20 0.03 0.395
H -5.466092 0.873282 -0.265034 -0.10 0.20 0.12 0.209
H -2.789805 0.705643 -1.332474 0.20 0.12 -0.01 -1.138
H -3.602484 4.860842 -2.134112 -0.04 0.12 -0.04 0.584
H -3.192958 0.892355 -4.081113 0.00 0.02 0.32 0.311
H -2.084861 1.588639 -5.245857 0.23 0.13 0.02 0.204
H -4.816605 2.754700 -4.550315 -0.20 -0.01 0.06 0.537
H -1.351388 4.628748 -3.057450 0.06 0.20 0.09 0.634
H -2.314334 4.462514 -4.545222 -0.22 0.03 0.03 0.615
H 1.579328 2.345805 -5.593927 -0.04 -0.05 0.20 0.253
H 1.553055 3.664041 -6.742482 0.03 0.17 0.07 0.368
H 0.913381 2.090784 -7.196057 -0.14 -0.05 -0.13 0.500
H -0.509660 4.001229 -7.853358 0.08 -0.14 -0.15 0.422
H -1.035742 5.066462 -6.568825 0.02 0.19 -0.05 0.403
H -2.063310 3.699686 -7.042177 -0.02 0.08 -0.17 0.287
H -0.060593 1.439183 -4.395753 -0.38 0.04 -0.20 -1.066
H -1.562562 -0.524279 -2.714630 -0.07 0.11 0.12 -0.713
H 0.066859 -1.024723 -3.045137 0.17 -0.07 0.12 0.850
H -2.141359 -0.642686 -5.089456 -0.11 0.11 0.08 0.190
H -1.203237 -2.036140 -4.659287 -0.14 -0.13 0.04 0.711
H -0.249436 0.405405 -6.140556 0.36 0.14 0.11 -1.018
H 0.855139 -0.904733 -5.650219 0.20 0.09 0.07 0.528
H -1.630840 -1.729986 -7.054816 -0.22 0.05 -0.09 0.391
H -0.603881 -0.741129 -8.057598 0.26 -0.08 -0.27 0.501
H 0.444154 -3.008934 -6.564525 -0.21 -0.29 0.01 0.294
H 2.816917 -3.919247 -7.938870 0.13 -0.11 -0.14 0.216
H 2.515097 -3.028317 -6.475808 0.35 0.01 0.18 0.322
H 3.509945 -2.301435 -7.776592 0.12 0.10 -0.07 0.352
H 1.608427 2.087325 -2.930049 0.06 0.16 0.01 0.569
H 1.745353 0.337316 -3.088418 0.10 -0.05 -0.18 0.604
H 0.177893 0.378798 -0.909986 -0.05 -0.14 0.18 0.062
H 1.919337 0.447775 -0.829251 0.13 -0.02 0.27 0.741
H 0.659310 3.112628 1.320251 -0.13 0.07 0.05 0.474
H -0.050547 -0.218516 1.844092 -0.14 -0.11 0.02 0.679
H 1.471347 -1.824445 3.017442 0.09 -0.13 0.12 0.433
H 3.844461 -1.181582 3.424414 0.01 -0.05 0.06 0.427
H 4.680814 1.078514 2.701746 0.15 -0.16 0.12 0.592
H 3.125013 2.618363 1.563913 0.11 0.11 -0.02 0.528
C -9.644044 -2.690871 1.963546 0.05 -0.12 -0.17 -1.219
C -8.872009 -1.746331 1.074009 -0.01 -0.06 0.00 0.949
O -8.410737 -2.107266 0.016969 0.02 0.01 -0.02 -0.550
C -8.694850 -0.333886 1.571188 0.14 0.00 -0.17 -1.063
H -9.695412 -3.670122 1.493931 0.01 0.00 -0.01 0.329
H -9.147664 -2.783154 2.930832 -0.08 0.08 0.06 0.313
H -10.656342 -2.315118 2.119653 0.03 0.04 0.12 0.350
H -8.157557 -0.346201 2.521115 -0.11 0.06 0.07 0.300
H -9.665550 0.142802 1.713465 0.01 -0.02 0.14 0.427
H -8.121989 0.234627 0.842181 -0.01 0.01 0.00 0.165
C 5.767004 3.627263 -0.159892 -0.06 -0.20 0.11 -1.019
C 6.565102 3.534523 1.117632 -0.06 0.02 -0.04 0.913
O 6.434256 2.600182 1.876746 0.01 0.05 0.04 -0.506
C 7.530519 4.656961 1.405797 0.03 -0.15 0.18 -1.314
H 5.113801 2.761265 -0.247077 0.00 0.00 0.00 0.076
H 5.157742 4.532312 -0.159357 0.07 0.06 -0.09 0.425
H 6.438954 3.655763 -1.019289 -0.02 0.13 -0.02 0.432
H 6.992758 5.603767 1.470663 0.03 0.04 -0.12 0.350
H 8.272229 4.725616 0.608556 -0.06 0.10 -0.06 0.336
H 8.036748 4.468449 2.349540 -0.01 -0.01 0.00 0.339
C -1.321408 -2.088224 5.194495 -0.21 -0.08 0.15 -0.981
C -1.838754 -0.767776 5.704270 0.05 0.03 -0.05 0.841
O -2.881828 -0.680900 6.313079 0.00 -0.09 -0.10 -0.579
C -0.992748 0.447757 5.410765 -0.29 0.10 0.12 -0.774
H -2.013567 -2.881954 5.466226 0.00 0.00 0.00 0.379
H -1.225327 -2.056824 4.107822 0.15 0.01 0.00 0.175
H -0.343937 -2.305028 5.628505 0.07 0.01 -0.15 0.286
H -0.879955 0.558494 4.331043 0.18 -0.01 0.01 0.030
H -0.005493 0.343880 5.863463 0.07 -0.05 -0.14 0.348
H -1.479883 1.334476 5.811192 0.02 0.01 0.00 0.294
C -3.617545 0.143309 11.105149 0.08 0.15 0.18 -1.193
C -3.004898 1.264743 10.299954 -0.01 0.06 -0.08 0.721
O -2.516882 2.234648 10.836202 -0.03 -0.10 0.09 -0.533
C -3.028498 1.118555 8.800092 0.12 0.35 0.25 -0.605
H -3.535917 0.369984 12.165797 0.00 0.01 0.00 0.324
H -4.670109 0.027943 10.843064 0.02 -0.10 -0.08 0.321
H -3.097472 -0.792852 10.897166 -0.10 -0.04 -0.09 0.316
H -4.055507 1.037919 8.444770 0.02 -0.18 -0.06 0.341
H -2.484909 0.227276 8.499708 -0.13 -0.13 -0.05 0.131
H -2.562715 1.991790 8.346435 -0.01 0.00 -0.01 0.150
C 1.370857 5.375775 8.624505 -0.03 0.03 -0.23 -1.112
C -0.093890 5.030306 8.478018 -0.02 0.01 0.04 0.861
O -0.639738 5.055908 7.398629 0.02 -0.03 -0.01 -0.566
C -0.832977 4.650123 9.735550 -0.08 0.11 -0.26 -1.024
H 1.784477 5.628180 7.650719 -0.01 0.00 0.00 0.302
H 1.488196 6.228194 9.295155 0.04 -0.07 0.10 0.327
H 1.916138 4.524827 9.035515 0.00 0.05 0.12 0.312
H -0.801049 5.473325 10.451843 0.11 -0.06 0.07 0.419
H -0.379651 3.767880 10.186527 0.02 0.05 0.11 0.291
H -1.867454 4.424755 9.499399 -0.02 -0.04 0.02 0.205
C 9.237435 -1.159127 -0.517489 -0.02 -0.22 0.02 -1.129
C 7.804073 -1.332619 -0.072479 -0.03 0.00 -0.02 0.626
O 7.339110 -2.426940 0.146714 0.01 -0.01 0.02 -0.565
C 6.985163 -0.075662 0.087612 -0.12 -0.24 0.03 -0.695
H 9.714814 -2.133172 -0.592748 -0.01 0.00 0.00 0.319
H 9.269733 -0.668880 -1.491699 0.03 0.11 0.05 0.314
H 9.781636 -0.548520 0.204658 -0.01 0.11 -0.07 0.312
H 6.926522 0.456344 -0.864225 0.10 0.09 0.04 0.346
H 7.435824 0.574839 0.836576 0.03 0.09 -0.08 0.233
H 5.979626 -0.336570 0.410904 -0.01 0.01 0.01 0.225
C 3.059071 -7.092550 -5.521591 0.03 0.21 0.05 -1.122
C 3.987269 -6.627708 -6.618483 0.02 -0.03 0.00 0.893
O 4.429163 -5.502845 -6.639014 -0.02 -0.01 0.01 -0.536
C 4.335430 -7.634357 -7.688116 0.11 0.18 -0.06 -1.168
H 2.890115 -6.278755 -4.820215 0.01 0.00 0.00 0.285
H 2.103627 -7.403958 -5.946866 0.03 -0.12 0.01 0.319
H 3.501132 -7.936086 -4.989606 -0.07 -0.09 -0.06 0.359
H 3.429974 -7.966974 -8.198003 0.00 -0.11 0.06 0.320
H 4.828021 -8.499280 -7.241500 -0.11 -0.07 -0.01 0.367
H 5.005127 -7.176982 -8.412256 0.00 0.01 0.00 0.299
C 3.826108 -4.201866 5.210709 -0.20 0.07 0.11 -1.150
C 2.704869 -4.536466 4.255928 0.04 -0.01 0.01 0.912
O 1.548283 -4.332212 4.546092 -0.03 0.07 -0.03 -0.542
C 3.095275 -5.134406 2.926477 -0.24 0.04 -0.01 -1.132
H 3.410781 -3.778335 6.122133 -0.01 0.00 0.00 0.286
H 4.387759 -5.103239 5.459764 0.10 0.03 -0.09 0.391
H 4.502652 -3.476701 4.755581 0.10 -0.11 -0.04 0.288
H 3.629599 -6.072864 3.080510 0.13 0.06 -0.02 0.401
H 3.739660 -4.444000 2.379261 0.12 -0.07 0.03 0.290
H 2.200023 -5.326746 2.339738 -0.01 0.00 0.01 0.288
```
Positions in Å, forces in eV/Å.

## Properties
**HOMO energy**: -0.339 Ha
**SMILES**: CCCCN[C@@H](Cl)O[C@@](O)(Br)[C@@](CC=O)(CC(=O)N(C)C)O[C@H](CCCCNC(C)=O)CCC(=O)Nc1ccccc1.CC(C)=O.CC(C)=O.CC(C)=O.CC(C)=O.CC(C)=O.CC(C)=O.CC(C)=O.CC(C)=O
**Maximum force**: 1.456 eV/A
**Total charge**: 0
**Multiplicity**: 1
**LUMO level**: 0.3 eV